# 1
{"formula": "C4H7NO2", "method": "the ωB97M-V functional and the def2-TZVPD basis", "symbols": ["O", "C", "C", "N", "C", "C", "O", "H", "H", "H", "H", "H", "H", "H"], "coordinates": [[-0.522, 1.704, -1.082], [-0.765, 1.460, 0.229], [-1.985, 1.205, 0.692], [0.131, -1.321, -0.147], [0.425, -2.542, -0.302], [2.227, 0.567, -1.084], [3.035, -0.198, -1.299], [0.432, 1.623, -1.223], [0.111, 1.465, 0.879], [-2.142, 1.030, 1.749], [-2.835, 1.176, 0.017], [-0.858, -1.134, -0.332], [-0.276, -3.322, -0.622], [1.454, -2.859, -0.113]], "relative_energy_kj_mol": 264.3, "homo_lumo_gap_ev": 9.608, "e_homo_ev": -8.740}

=====

# 2
{"formula": "C4H7NO2", "method": "the ωB97M-V functional and the def2-TZVPD basis", "symbols": ["C", "C", "N", "O", "C", "C", "O", "H", "H", "H", "H", "H", "H", "H"], "coordinates": [[1.878, 0.464, 1.068], [0.611, 0.362, 0.662], [-0.321, -0.549, 1.201], [-1.023, -1.346, 0.227], [-0.902, -0.780, -1.063], [-1.012, 0.727, -0.982], [0.087, 1.240, -0.233], [2.307, -0.249, 1.762], [2.482, 1.296, 0.725], [0.160, -1.237, 1.772], [0.059, -1.059, -1.525], [-1.718, -1.210, -1.650], [-1.959, 1.014, -0.511], [-0.947, 1.181, -1.975]], "relative_energy_kj_mol": 353.2, "homo_lumo_gap_ev": 9.249, "e_homo_ev": -8.284, "smiles": "C=C1NOCCO1"}

=====

# 3
{"formula": "C4H7NO2", "method": "the ωB97M-V functional and the def2-TZVPD basis", "symbols": ["C", "N", "C", "C", "C", "O", "O", "H", "H", "H", "H", "H", "H", "H"], "coordinates": [[-1.072, 0.036, 0.138], [1.529, -1.072, -0.181], [-0.607, 1.390, 0.431], [0.695, -0.007, -0.602], [0.702, 1.272, 0.086], [-2.217, -0.089, -0.611], [-0.993, -0.964, 1.097], [-2.782, -0.746, -0.182], [-0.143, -1.430, 0.990], [2.317, -0.784, 0.384], [1.816, -1.712, -0.911], [-1.216, 2.252, 0.669], [0.409, -0.025, -1.649], [1.561, 1.880, 0.341]], "relative_energy_kj_mol": 292.1, "homo_lumo_gap_ev": 8.939, "e_homo_ev": -8.026}

=====

# 4
{"formula": "C4H7NO2", "method": "the ωB97M-V functional and the def2-TZVPD basis", "symbols": ["O", "C", "C", "N", "C", "C", "O", "H", "H", "H", "H", "H", "H", "H"], "coordinates": [[0.414, -2.156, -0.113], [0.077, -1.051, 0.238], [-1.278, -0.407, 0.289], [-1.214, 0.863, 0.306], [0.198, 1.267, 0.174], [0.995, 0.065, 0.697], [2.300, -0.051, 0.233], [-2.215, -0.956, 0.306], [0.375, 2.208, 0.693], [0.417, 1.420, -0.893], [0.943, 0.094, 1.803], [2.485, -0.999, 0.142], [-1.781, 0.176, -1.773], [-1.715, -0.474, -2.102]], "relative_energy_kj_mol": 277.4, "homo_lumo_gap_ev": 9.659, "e_homo_ev": -9.926, "smiles": "O=C1C=NC[C@@H]1O.[H][H]"}

=====

# 5
{"formula": "C4H7NO2", "method": "the ωB97M-V functional and the def2-TZVPD basis", "symbols": ["H", "N", "C", "C", "O", "C", "C", "O", "H", "H", "H", "H", "H", "H"], "coordinates": [[1.506, -0.885, 1.919], [0.576, -0.489, 1.781], [0.592, 0.275, 0.777], [1.725, 0.617, -0.143], [-0.525, 0.969, 0.392], [-1.647, 0.292, -0.145], [-1.318, -1.019, -0.838], [-1.798, -2.078, -0.536], [1.934, 1.686, -0.079], [2.630, 0.049, 0.068], [1.402, 0.412, -1.166], [-2.426, 0.131, 0.602], [-2.016, 0.969, -0.924], [-0.636, -0.931, -1.710]], "relative_energy_kj_mol": 196.4, "homo_lumo_gap_ev": 10.741, "e_homo_ev": -10.083, "smiles": "[H]/N=C(\\C)OCC=O"}

=====

# 6
{"formula": "C4H7NO2", "method": "the ωB97M-V functional and the def2-TZVPD basis", "symbols": ["N", "C", "O", "C", "C", "C", "O", "H", "H", "H", "H", "H", "H", "H"], "coordinates": [[-1.739, -0.410, 0.035], [-1.298, 0.813, -0.350], [-1.978, 1.822, -0.352], [0.138, 0.842, -0.812], [1.178, 0.134, 0.007], [1.177, -0.861, 1.067], [0.900, -1.394, -0.197], [-2.702, -0.499, 0.312], [-1.118, -1.209, -0.034], [0.409, 1.873, -1.051], [0.216, 0.272, -1.745], [2.154, 0.642, -0.082], [0.462, -0.878, 1.879], [2.200, -1.148, 1.323]], "relative_energy_kj_mol": 217.1, "homo_lumo_gap_ev": 10.563, "e_homo_ev": -9.686, "smiles": "NC(=O)C[C@H]1CO1"}

=====

# 7
{"formula": "C4H7NO2", "method": "the ωB97M-V functional and the def2-TZVPD basis", "symbols": ["O", "C", "C", "C", "N", "C", "O", "H", "H", "H", "H", "H", "H", "H"], "coordinates": [[-1.912, 0.333, -1.543], [-1.558, 0.235, -0.405], [-1.208, -1.087, 0.317], [0.196, -0.281, 0.796], [0.959, 0.178, -0.334], [2.094, 1.006, -0.495], [3.257, 0.736, -0.463], [-1.879, 0.917, 0.410], [-0.982, -1.856, -0.420], [-2.145, -1.226, 0.845], [0.813, -1.126, 1.143], [-0.088, 0.284, 1.676], [0.574, -0.193, -1.193], [1.877, 2.080, -0.331]], "relative_energy_kj_mol": 408.6, "homo_lumo_gap_ev": 10.141, "e_homo_ev": -9.461, "smiles": "O=CCCNC=O"}

=====

# 8
{"formula": "C4H7NO2", "method": "the ωB97M-V functional and the def2-TZVPD basis", "symbols": ["N", "C", "O", "C", "C", "C", "O", "H", "H", "H", "H", "H", "H", "H"], "coordinates": [[-1.684, 0.504, 0.286], [-0.644, 1.378, 0.185], [-0.692, 2.523, 0.595], [0.596, 0.857, -0.530], [1.034, -0.580, -0.356], [0.580, -1.586, 0.603], [0.078, -1.573, -0.733], [-2.562, 0.872, 0.618], [-1.654, -0.386, -0.200], [1.408, 1.548, -0.291], [0.407, 0.966, -1.606], [2.038, -0.747, -0.750], [-0.137, -1.343, 1.382], [1.234, -2.434, 0.799]], "relative_energy_kj_mol": 132.3, "homo_lumo_gap_ev": 10.755, "e_homo_ev": -9.828, "smiles": "NC(=O)C[C@H]1CO1"}

=====

# 9
{"formula": "C4H7NO2", "method": "the ωB97M-V functional and the def2-TZVPD basis", "symbols": ["C", "C", "C", "O", "O", "C", "N", "H", "H", "H", "H", "H", "H", "H"], "coordinates": [[-0.240, -0.421, 1.072], [0.284, 0.633, 0.167], [1.486, 0.415, -0.689], [-0.206, -1.634, 0.703], [-1.329, 0.021, 1.808], [-1.360, -0.425, -1.397], [-1.802, 0.443, -2.010], [-1.762, -0.765, 2.169], [-1.016, -1.308, -0.755], [0.787, 0.324, 1.531], [-0.242, 1.584, 0.143], [1.899, -0.585, -0.573], [2.261, 1.141, -0.435], [1.239, 0.578, -1.736]], "relative_energy_kj_mol": 406.9, "homo_lumo_gap_ev": 9.994, "e_homo_ev": -10.043}

=====

# 10
{"formula": "C4H7NO2", "method": "the ωB97M-V functional and the def2-TZVPD basis", "symbols": ["C", "C", "N", "O", "C", "C", "O", "H", "H", "H", "H", "H", "H", "H"], "coordinates": [[-1.405, -1.022, -0.404], [-0.358, -0.002, -0.066], [-0.602, 1.021, 0.659], [-1.936, 1.029, 1.041], [1.051, -0.208, -0.520], [2.163, 0.600, -0.025], [1.955, -0.719, 0.459], [-2.246, -0.551, -0.922], [-0.999, -1.827, -1.021], [-1.807, -1.445, 0.522], [-1.963, 1.689, 1.742], [1.147, -0.690, -1.494], [3.043, 0.728, -0.655], [1.957, 1.398, 0.684]], "relative_energy_kj_mol": 346.8, "homo_lumo_gap_ev": 10.695, "e_homo_ev": -9.710, "smiles": "C/C(=N\\O)[C@H]1CO1"}

=====

# 11
{"formula": "C4H7NO2", "method": "the ωB97M-V functional and the def2-TZVPD basis", "symbols": ["N", "C", "O", "C", "C", "C", "O", "H", "H", "H", "H", "H", "H", "H"], "coordinates": [[-1.799, -1.265, 1.180], [-0.791, -0.716, 0.492], [-0.615, -0.949, -0.749], [0.422, -0.091, 1.014], [1.029, -0.973, -0.149], [0.899, 1.529, -1.803], [1.719, 2.207, -1.235], [-2.456, -1.857, 0.693], [-1.997, -0.981, 2.126], [0.656, -0.336, 2.054], [0.563, 0.974, 0.812], [1.028, -2.013, 0.235], [-0.179, 1.580, -1.541], [1.148, 0.838, -2.626]], "relative_energy_kj_mol": 514.6, "homo_lumo_gap_ev": 8.213, "e_homo_ev": -7.713}

=====

# 12
{"formula": "C4H7NO2", "method": "the ωB97M-V functional and the def2-TZVPD basis", "symbols": ["O", "C", "C", "N", "C", "C", "O", "H", "H", "H", "H", "H", "H", "H"], "coordinates": [[2.248, -0.042, 0.268], [0.908, 0.062, 0.648], [0.160, 1.273, 0.074], [-1.263, 0.930, 0.168], [-1.329, -0.413, -0.107], [0.060, -1.064, 0.082], [0.422, -2.181, -0.173], [2.465, -0.986, 0.224], [0.793, 0.064, 1.749], [0.347, 2.195, 0.625], [0.500, 1.423, -0.969], [-1.572, 0.308, -1.114], [-1.513, -0.593, -1.621], [-2.226, -0.978, 0.148]], "relative_energy_kj_mol": 585.6, "homo_lumo_gap_ev": 8.481, "e_homo_ev": -8.750}

=====

# 13
{"formula": "C4H7NO2", "method": "the ωB97M-V functional and the def2-TZVPD basis", "symbols": ["C", "O", "C", "O", "C", "C", "N", "H", "H", "H", "H", "H", "H", "H"], "coordinates": [[1.466, -1.004, -0.588], [0.292, -0.943, 0.220], [-1.014, -0.844, -0.216], [-1.457, 0.491, -0.394], [-1.041, 1.390, 0.601], [0.431, 1.495, 0.666], [1.578, 1.623, 0.633], [1.625, -0.158, -1.265], [2.266, -0.964, 0.151], [1.510, -1.952, -1.128], [-1.218, -1.342, -1.172], [-1.574, -1.325, 0.596], [-1.404, 2.377, 0.304], [-1.459, 1.157, 1.592]], "relative_energy_kj_mol": 241.3, "homo_lumo_gap_ev": 11.379, "e_homo_ev": -10.535, "smiles": "COCOCC#N"}

=====

# 14
{"formula": "C4H7NO2", "method": "the ωB97M-V functional and the def2-TZVPD basis", "symbols": ["O", "C", "C", "N", "C", "C", "O", "H", "H", "H", "H", "H", "H", "H"], "coordinates": [[0.417, -2.295, -0.070], [0.005, -1.161, -0.082], [-1.419, -0.623, -0.596], [-1.319, 0.829, -0.460], [0.212, 1.288, -0.180], [0.968, 0.086, 0.364], [2.243, -0.138, -0.203], [-1.606, -0.970, -1.632], [-2.202, -1.092, 0.033], [-1.551, 1.260, -1.347], [0.060, 2.096, 0.532], [0.731, 1.666, -1.082], [1.064, 0.112, 1.466], [2.437, -1.072, -0.007]], "relative_energy_kj_mol": 186.2, "homo_lumo_gap_ev": 10.234, "e_homo_ev": -9.355, "smiles": "O=C1CNC[C@@H]1O"}

=====

# 15
{"formula": "C4H7NO2", "method": "the ωB97M-V functional and the def2-TZVPD basis", "symbols": ["C", "C", "O", "C", "N", "C", "O", "H", "H", "H", "H", "H", "H", "H"], "coordinates": [[-2.163, -0.807, 0.194], [-0.669, -0.743, 0.408], [-0.036, -1.654, 0.891], [0.019, 0.565, 0.018], [1.430, 0.519, 0.274], [2.388, 0.745, -0.669], [3.573, 0.553, -0.508], [-2.655, 0.078, 0.611], [-2.557, -1.709, 0.666], [-2.391, -0.834, -0.878], [-0.475, 1.382, 0.567], [-0.160, 0.764, -1.047], [1.730, -0.008, 1.085], [1.965, 1.149, -1.611]], "relative_energy_kj_mol": 61.3, "homo_lumo_gap_ev": 10.534, "e_homo_ev": -9.900, "smiles": "CC(=O)CNC=O"}

=====

# 16
{"formula": "C4H7NO2", "method": "the ωB97M-V functional and the def2-TZVPD basis", "symbols": ["C", "C", "C", "C", "O", "O", "N", "H", "H", "H", "H", "H", "H", "H"], "coordinates": [[0.523, -0.807, -0.220], [0.365, 0.493, 0.258], [-2.244, -0.071, -0.202], [0.508, 1.761, 0.519], [0.725, -1.802, 0.661], [2.121, -0.076, -0.751], [-1.419, -0.085, 0.741], [0.723, -2.651, 0.202], [2.726, -0.213, -0.008], [0.136, -1.048, -1.206], [-1.981, 0.021, -1.270], [-3.319, -0.098, 0.011], [-0.276, 2.300, 1.032], [1.412, 2.277, 0.233]], "relative_energy_kj_mol": 633.7, "homo_lumo_gap_ev": [8.469, 8.469], "e_homo_ev": [-8.028, -8.029]}

=====

# 17
{"formula": "C4H7NO2", "method": "the ωB97M-V functional and the def2-TZVPD basis", "symbols": ["O", "C", "C", "N", "C", "O", "C", "H", "H", "H", "H", "H", "H", "H"], "coordinates": [[-0.689, -0.527, 1.437], [-0.947, 0.003, 0.111], [-0.311, -0.897, -0.934], [1.107, -0.963, -0.599], [1.568, -0.088, 0.197], [1.077, 1.110, 0.579], [-0.228, 1.360, 0.068], [-0.057, -1.270, 1.515], [-2.034, 0.121, 0.021], [-0.450, -0.594, -1.982], [-0.747, -1.901, -0.838], [2.542, -0.242, 0.640], [-0.131, 1.796, -0.940], [-0.701, 2.091, 0.725]], "relative_energy_kj_mol": 182.8, "homo_lumo_gap_ev": 10.445, "e_homo_ev": -9.568, "smiles": "O[C@@H]1CN=COC1"}

=====

# 18
{"formula": "C4H7NO2", "method": "the ωB97M-V functional and the def2-TZVPD basis", "symbols": ["C", "C", "C", "C", "N", "O", "O", "H", "H", "H", "H", "H", "H", "H"], "coordinates": [[1.114, -1.072, 0.470], [0.481, -1.095, -0.913], [0.188, 0.018, 0.095], [0.443, 1.464, -0.121], [-2.053, 0.174, 0.693], [-2.244, 1.336, 0.474], [-2.756, -0.782, 0.874], [0.710, -1.906, 1.074], [2.085, -0.717, 0.616], [0.948, -0.991, -1.870], [-0.350, -1.799, -0.822], [0.163, 2.063, 0.830], [-0.168, 1.703, -0.970], [1.437, 1.604, -0.430]], "relative_energy_kj_mol": 680.2, "homo_lumo_gap_ev": [8.689, 7.975], "e_homo_ev": [-8.947, -8.520]}

=====

Max |F| (eV/A)
1.5; 0.3; 2.4; 0.7; 0.4; 1.8; 5.3; 0.3; 4.9; 0.6; 0.5; 0.6; 1.1; 2.1; 0.5; 5.6; 1.2; 4.1